No. 1
Density functional theory data (ωB97M-V/def2-TZVPD) for a single C4H5NO2 molecule.

Element x y z (Å)
N (2.23, 0.35, 0.50)
C (0.92, 0.13, 0.63)
C (-0.04, 0.56, -0.27)
C (-1.19, -0.19, -0.43)
O (-2.34, 0.27, -1.01)
C (-1.09, -1.41, 0.23)
O (0.07, -1.69, 0.68)
H (2.83, 0.48, 1.30)
H (2.67, 0.51, -0.40)
H (0.10, 1.49, -0.80)
H (-2.34, 1.23, -0.91)
H (-1.98, -2.03, 0.42)

Results
molecular weight	99.1	g/mol
highest occupied orbital energy (spin up / spin down)	-7.620 / -7.621	eV
F_max	0.64	eV/Å
net charge	0
calculated total energy	-360.5495	Eh
gap between HOMO and LUMO (spin up / spin down)	7.92 / 7.92	eV

natural (NBO) population analysis, charges in e, atoms 1 to 4: -0.772, 0.290, -0.331, 0.139

No. 2
Density functional theory data (ωB97M-V/def2-TZVPD) for a single C4H5NO2 molecule at a distorted geometry.

Element x y z (Å)
O (-0.36, -2.63, -0.02)
C (-0.25, -1.46, 0.15)
O (-0.36, -0.64, 1.39)
C (0.51, 0.50, 1.12)
C (0.28, 0.88, -0.42)
N (-1.01, 0.69, -1.02)
C (-0.11, -0.48, -1.00)
H (1.70, 0.41, 1.11)
H (0.30, 1.41, 1.86)
H (0.98, 1.63, -0.91)
H (-1.68, 0.60, -0.21)
H (0.00, -0.89, -2.05)

Results
molecular weight	99.1	g/mol
highest occupied orbital energy	-10.465	eV
F_max	3.17	eV/Å
net charge	0
calculated total energy	-360.5748	Eh
gap between HOMO and LUMO	11.29	eV

natural (NBO) population analysis, charges in e, atoms 1 to 4: -0.496, 0.783, -0.536, -0.110

No. 3
Density functional theory data (ωB97M-V/def2-TZVPD) for a single C4H5NO2 molecule.

Element x y z (Å)
O (1.42, 1.24, -1.50)
N (0.34, 0.72, -1.36)
C (0.23, -0.01, -0.08)
C (-1.25, -0.16, 0.28)
O (-2.02, 1.00, 0.07)
C (1.50, 0.03, 0.76)
C (1.18, -1.11, 0.24)
H (-1.34, -0.42, 1.33)
H (-1.66, -1.00, -0.30)
H (-1.93, 1.24, -0.87)
H (2.20, 0.64, 1.31)
H (1.31, -2.17, 0.13)

Results
molecular weight	99.1	g/mol
highest occupied orbital energy	-9.088	eV
F_max	0.62	eV/Å
net charge	0
calculated total energy	-360.4691	Eh
gap between HOMO and LUMO	9.02	eV

natural (NBO) population analysis, charges in e, atoms 1 to 4: -0.274, 0.127, -0.083, -0.077